9
Properties=species:S:1:pos:R:3:forces:R:3:nbo_charge:R:1 method="wB97M-V/def2-TZVPD" relative_energy_ev=1.145 e_lumo_ev=-0.282 fmax_ev_per_a=1.8 e_homo_ha=-0.324 e_tot_ev=-37590.93739 smiles="S=C1NSC=NS1"
S 2.546997 -0.317869 0.102176 -0.4 0.1 0.2 -0.0936
C 0.906041 -0.168377 0.034635 1.1 0.6 -0.6 -0.1216
N 0.075554 -1.208099 0.151547 -1.4 1.2 -0.3 -0.7419
S -1.577373 -1.187855 -0.267242 -0.4 -0.3 -0.2 0.4303
C -2.099405 0.371273 0.362073 1.0 -0.1 -0.2 -0.0903
N -1.384101 1.403420 0.367869 1.0 0.7 -0.3 -0.5346
S 0.220071 1.440298 -0.294371 -0.7 -0.9 0.6 0.5077
H 0.380069 -2.022352 0.608906 0.6 -1.0 0.6 0.4269
H -3.095181 0.484552 0.725923 -0.8 -0.3 0.2 0.2170